DFT (ωB97M-V/def2-TZVPD) results for a 13-piece molecular cluster, C30H60Cl24INO5P2S overall at a distorted geometry.

F_max	8.9	eV/A
LUMO level	0.006	hartree
total charge	0
calculated total energy	-14033.14861	a.u.
E_HOMO	-8.34	eV
gap between HOMO and LUMO	8.501	eV

Structure (XYZ):
```
124
Properties=species:S:1:pos:R:3:forces:R:3
C -2.1368 -0.7133 -4.2027 -0.245 -0.394 0.059
C -2.2039 -1.0343 -2.5625 2.874 0.194 -1.971
I -4.3217 -1.1295 -2.0222 1.122 -0.137 0.092
C -1.3446 0.1487 -1.8220 -0.992 0.360 0.005
C -1.6164 0.3071 -0.2136 3.678 2.058 -2.414
P -1.8892 -1.2331 0.8809 -2.171 -2.006 1.498
O -1.4527 -2.7201 0.0826 1.603 2.121 1.495
O -0.9040 -1.2024 2.3333 -0.608 1.436 -1.820
O -2.7423 1.2456 0.0048 3.083 0.368 3.049
C -2.3121 2.1022 1.1206 -4.686 2.755 0.483
O -3.2539 2.9307 1.5775 6.975 -5.124 -2.263
O -0.8988 1.9022 1.4747 -3.437 -0.018 -1.991
C -0.3228 1.2625 0.2451 -1.006 0.736 -1.214
N 0.0716 2.4101 -0.6583 -1.879 -0.845 -0.411
P 1.3675 0.3496 0.4743 1.422 0.605 1.753
S 2.9203 1.4977 0.1518 -0.608 -0.429 -0.591
H -3.1962 -0.9275 -4.6517 2.147 0.594 0.686
H -1.3705 -1.4310 -4.7574 -1.522 1.520 1.375
H -1.8076 0.3998 -4.3763 -0.800 -2.208 0.232
H -1.6152 -2.0575 -2.4366 -1.856 2.053 0.234
H -0.1694 0.0624 -2.0076 -2.618 -0.306 0.274
H -1.6585 1.1873 -2.3159 0.537 -2.244 1.164
H -0.6646 -3.1630 0.5152 -0.937 0.647 -0.391
H -1.1769 -0.3739 2.8400 0.423 -1.464 -0.885
H -0.7790 2.8960 -1.0706 1.083 -0.861 0.926
H 0.6177 2.1059 -1.4939 -0.259 0.159 1.207
H 1.4451 -0.0301 1.8892 -0.679 -0.117 -1.317
H 1.3931 -0.8763 -0.3000 -0.692 0.623 0.542
Cl 2.8760 -6.7404 -0.8139 0.016 0.018 0.050
C 1.1008 -6.6039 -0.8723 -0.304 0.014 -0.036
C 0.6179 -5.2198 -0.4690 -0.091 -0.196 -0.457
Cl 0.8830 -4.8930 1.2620 0.052 0.189 0.040
H 0.6789 -7.3818 -0.2287 0.117 0.241 -0.047
H 0.8016 -6.8161 -1.9032 0.031 0.141 0.167
H -0.4583 -5.1356 -0.6455 0.110 -0.157 0.049
H 1.1193 -4.4344 -1.0434 0.028 -0.206 0.158
Cl -4.5386 6.0575 -1.9897 0.068 0.039 -0.049
C -5.7982 4.8575 -1.6065 -0.313 -0.305 0.087
C -5.2146 3.4817 -1.3273 -0.058 0.167 0.330
Cl -4.5282 2.7329 -2.7908 0.085 0.079 -0.105
H -6.5087 4.8332 -2.4385 0.249 -0.012 0.100
H -6.3248 5.2246 -0.7203 0.169 -0.114 -0.092
H -6.0001 2.8107 -0.9676 0.083 0.148 -0.087
H -4.4285 3.5237 -0.5668 -0.172 0.010 -0.189
Cl 2.0590 3.3651 2.9152 0.060 0.085 0.192
C 2.0728 5.1449 2.8403 -0.082 0.270 -0.032
C 2.2830 5.6583 1.4249 -0.296 0.100 0.100
Cl 3.9271 5.3243 0.8256 0.015 -0.293 0.116
H 2.8494 5.5075 3.5206 -0.088 -0.122 -0.219
H 1.1038 5.4843 3.2186 0.122 -0.026 -0.160
H 2.1519 6.7441 1.3999 0.097 -0.166 0.070
H 1.5694 5.2134 0.7242 0.210 -0.072 0.184
Cl -5.1204 6.0035 -6.7807 0.018 -0.018 -0.031
C -3.9621 6.8360 -5.7136 0.163 0.201 0.225
C -3.3762 8.0802 -6.3619 -0.179 0.049 0.244
Cl -2.2946 7.6844 -7.7210 -0.014 -0.001 -0.040
H -3.1822 6.1208 -5.4351 -0.157 0.150 -0.151
H -4.5098 7.1121 -4.8074 0.102 0.005 -0.181
H -2.7775 8.6328 -5.6320 -0.083 -0.172 -0.063
H -4.1594 8.7478 -6.7347 0.142 -0.242 0.019
Cl 3.2831 0.0690 4.6189 -0.223 -0.008 -0.096
C 4.9359 -0.5179 4.3072 -0.076 0.158 -0.237
C 5.3781 -0.2556 2.8765 0.141 0.234 0.286
Cl 4.4836 -1.2534 1.7026 0.001 -0.208 0.116
H 4.9693 -1.5842 4.5508 -0.046 0.229 -0.094
H 5.5950 0.0106 5.0026 -0.829 -0.009 -0.554
H 6.4368 -0.5064 2.7627 -0.156 -0.052 0.080
H 5.2457 0.7950 2.5995 -0.156 -0.221 0.023
Cl -3.4078 -6.9826 0.5021 0.157 -0.095 -0.106
C -4.7730 -5.8465 0.6398 -0.186 0.161 0.000
C -4.3108 -4.4002 0.7166 -0.029 0.003 -0.432
Cl -3.4727 -4.0424 2.2474 -0.082 -0.027 0.055
H -5.3628 -6.1288 1.5172 0.455 -0.014 -0.287
H -5.3950 -5.9911 -0.2488 0.112 0.111 0.122
H -5.1743 -3.7307 0.6649 0.342 -0.191 -0.113
H -3.6354 -4.1482 -0.1071 -0.035 -0.099 0.244
Cl 4.6053 -1.5615 -2.4758 -0.041 -0.006 -0.035
C 5.9368 -2.2588 -1.5196 0.230 -0.159 0.249
C 7.2388 -1.4965 -1.7071 -0.162 0.029 0.315
Cl 7.9099 -1.7044 -3.3442 0.005 0.022 -0.055
H 6.0414 -3.3113 -1.7999 0.020 0.264 -0.070
H 5.6285 -2.2153 -0.4706 0.129 0.099 -0.221
H 7.9920 -1.8694 -1.0069 -0.168 -0.033 -0.106
H 7.1083 -0.4247 -1.5273 -0.070 -0.245 -0.123
Cl -0.9981 -8.2845 6.3229 -0.016 -0.037 -0.019
C 0.0211 -7.0733 5.5057 0.205 0.287 -0.090
C -0.8041 -6.0475 4.7455 0.120 0.030 0.115
Cl -1.6167 -6.7557 3.3271 0.075 -0.099 0.198
H 0.7147 -7.6028 4.8454 -0.254 0.087 0.076
H 0.6063 -6.5757 6.2849 -0.153 -0.025 -0.119
H -0.1544 -5.2504 4.3723 -0.014 -0.155 0.051
H -1.5690 -5.5925 5.3827 0.133 -0.197 -0.121
Cl -0.3210 2.0030 -7.7936 0.015 -0.002 0.057
C 0.9475 0.7571 -7.6827 0.178 -0.179 -0.011
C 0.7345 -0.1754 -6.5009 -0.002 -0.173 -0.315
Cl 0.9900 0.6466 -4.9412 0.089 0.060 0.031
H 1.9165 1.2628 -7.6282 -0.246 -0.081 0.093
H 0.9132 0.1876 -8.6163 -0.041 0.018 0.210
H 1.4514 -1.0005 -6.5446 -0.042 0.189 -0.018
H -0.2740 -0.6007 -6.4993 0.174 0.229 -0.013
Cl 4.2378 8.2588 -0.5536 -0.171 0.169 -0.026
C 3.2198 9.6449 -1.0182 -0.008 0.223 -0.101
C 2.6469 10.3672 0.1908 0.249 0.225 -0.214
Cl 1.4343 9.3842 1.0492 -0.030 0.007 0.038
H 2.4299 9.2791 -1.6813 0.126 0.029 0.233
H 3.8563 10.3262 -1.5909 -0.126 -0.026 0.168
H 2.1423 11.2838 -0.1285 0.047 -0.188 -0.014
H 3.4295 10.6410 0.9054 -0.158 -0.188 -0.156
Cl 7.4836 -0.6949 5.6379 1.166 -0.289 0.468
C 7.7187 -1.4566 7.2310 0.188 -0.158 0.391
C 8.1825 -2.8998 7.1145 0.201 0.150 0.108
Cl 6.9114 -3.9641 6.4624 -0.005 0.049 -0.054
H 6.7794 -1.3783 7.7869 0.144 -0.078 -0.220
H 8.4747 -0.8646 7.7556 -0.073 -0.154 -0.120
H 8.4429 -3.2876 8.1036 -0.102 0.138 -0.120
H 9.0636 -2.9897 6.4712 -0.262 0.071 0.071
Cl -6.9681 -4.3816 2.1002 -0.776 0.234 0.380
C -8.6655 -4.9069 1.9712 -0.332 -0.079 0.061
C -8.8117 -6.1810 1.1547 -0.083 -0.038 0.311
Cl -8.4511 -5.9194 -0.5702 0.060 0.018 -0.011
H -9.2442 -4.0836 1.5414 0.186 -0.200 0.000
H -9.0219 -5.0766 2.9917 0.071 -0.063 -0.184
H -9.8427 -6.5423 1.2109 0.146 0.139 0.005
H -8.1529 -6.9739 1.5228 -0.068 0.235 -0.097
```
Forces are in eV/Å.

DFT (ωB97M-V/def2-TZVPD) results for C30H60CuN2O2PSi4 as an isolated structure at a distorted geometry.

F_max	1.8	eV/A
LUMO level (alpha / beta)	0.100 / 0.100	hartree
relative energy (zero: lowest compared OMol25 entry of this formula, charge and spin)	0.0	kJ/mol
2S+1	2
total charge	-1
calculated total energy	-4579.06144	a.u.
E_HOMO (alpha / beta)	-3.85 / -4.43	eV
gap between HOMO and LUMO (alpha / beta)	6.572 / 7.151	eV

Structure (XYZ):
```
100
Properties=species:S:1:pos:R:3:forces:R:3
Cu -0.0175 0.5626 -0.4384 0.177 -0.321 0.358
C -1.5179 0.4222 -4.3249 -0.419 0.367 -0.253
C -0.5359 0.6301 -3.2046 -0.234 -0.150 0.474
O -0.8992 0.1011 -2.0851 -0.072 0.226 -0.495
C 0.6248 1.3132 -3.4847 1.123 0.404 0.271
C 1.7479 1.5516 -2.5757 -0.827 -0.144 0.651
C 3.0541 2.1729 -3.0128 -0.832 -0.167 -1.191
N 1.6076 1.1919 -1.3315 -0.232 0.191 -0.729
N 2.6916 1.2494 -0.4953 0.715 0.498 -1.566
C 2.3904 0.8843 0.6899 -0.744 -0.217 1.298
O 1.2096 0.5867 1.1474 0.385 -0.032 -0.718
C 3.5212 0.8135 1.6377 -0.718 -0.385 0.365
C 3.2949 0.2390 2.8745 0.242 -0.085 0.902
C 4.3068 0.1908 3.8368 0.873 0.087 -0.155
C 5.5845 0.6741 3.4799 -0.312 0.072 -0.489
C 5.8115 1.2177 2.1940 -0.618 -0.859 1.272
C 4.7686 1.2683 1.3029 0.830 0.721 -0.994
H -1.2949 -0.5250 -4.7996 0.066 -0.230 -0.351
H -1.4754 1.2427 -5.0484 0.163 -0.270 -0.081
H -2.5545 0.3641 -3.9806 0.237 -0.009 0.275
H 0.7208 1.6746 -4.4989 0.131 0.087 -0.025
H 2.9943 2.4005 -4.0825 0.104 -0.184 0.044
H 3.8408 1.4640 -2.8301 0.498 -0.247 0.075
H 3.3078 3.1032 -2.5286 -0.144 0.147 0.558
H 2.3153 -0.1691 3.0739 -0.030 0.086 0.088
H 4.1410 -0.2352 4.8479 0.059 0.288 -0.864
H 6.4248 0.6078 4.1591 -0.103 0.011 0.194
H 6.7769 1.5467 1.8736 0.515 0.174 0.113
H 4.9423 1.6785 0.3038 -0.233 -0.148 0.342
C -3.7355 2.6769 -1.8589 0.435 0.203 0.305
Si -2.4713 3.0387 -0.5138 -0.422 0.401 0.550
C -3.2527 4.5109 0.4555 0.419 -0.630 0.376
C -0.9500 3.7731 -1.3352 0.575 0.196 -0.018
Si -1.9293 1.0899 0.7294 -0.665 0.587 0.647
Si -3.9751 -0.0475 1.0959 0.821 -0.077 -0.024
C -4.6231 -0.8684 -0.4477 -0.073 -0.239 0.232
C -3.6810 -1.3605 2.3924 0.915 -0.302 1.044
C -5.3656 0.9844 1.7545 -1.065 0.791 0.628
Si -1.3022 1.9652 2.8609 0.039 -0.894 -0.194
C -0.4519 0.5947 3.8406 -0.770 -0.958 -0.967
C -2.7798 2.4315 3.8987 -0.651 0.458 -0.260
C -0.1139 3.3852 2.6563 -1.092 0.521 0.124
H -3.7482 3.4926 -2.5670 0.049 0.317 -0.379
H -4.7413 2.5786 -1.4693 -0.212 -0.360 0.095
H -3.3708 1.7853 -2.3451 -0.295 -0.462 -0.356
H -3.6246 5.2653 -0.2239 -0.199 0.211 -0.369
H -2.5094 5.0068 1.0922 -0.147 -0.144 0.048
H -4.0826 4.1592 1.0826 0.138 0.135 -0.049
H -1.0849 4.8491 -1.5163 -0.087 -0.151 -0.037
H -0.6560 3.3012 -2.2833 -0.170 -0.004 0.226
H -0.0830 3.6811 -0.6634 -0.138 0.011 -0.111
H -3.8201 -1.2964 -1.0081 0.718 -0.149 -0.540
H -5.1273 -0.1493 -1.0632 -0.278 0.448 -0.492
H -5.3015 -1.6929 -0.2650 -0.385 -0.132 0.315
H -2.7807 -1.9828 2.2525 -0.340 0.118 -0.368
H -4.5155 -2.0176 2.6081 -0.367 -0.233 -0.245
H -3.4609 -0.8918 3.3636 -0.126 0.245 -0.148
H -5.6058 1.8483 1.1235 0.092 -0.115 -0.095
H -5.2354 1.3961 2.7620 0.433 -0.041 -0.147
H -6.2990 0.4161 1.8635 0.087 -0.205 -0.317
H -1.2172 -0.2076 3.9475 0.499 0.278 0.076
H -0.0022 0.7686 4.7875 0.080 0.601 1.093
H 0.3518 0.1964 3.2324 -0.047 -0.158 -0.332
H -3.4112 1.5746 4.1438 0.045 -0.008 -0.104
H -3.4019 3.2044 3.4347 -0.074 -0.204 -0.200
H -2.4707 2.8773 4.8216 0.398 0.191 0.861
H 0.5876 3.0359 1.9316 0.724 -0.001 -0.582
H 0.3945 3.6415 3.5814 0.062 0.142 0.103
H -0.6856 4.2463 2.2604 0.521 -0.191 0.160
C -1.3145 -2.9764 -0.4662 -0.022 1.185 0.631
C 0.1277 -3.1808 0.0010 0.812 -0.528 -0.623
C 0.3287 -2.7283 1.4362 -0.269 1.656 0.292
P 1.3469 -2.2940 -1.1720 -0.984 -0.488 -0.100
C 2.9623 -3.1853 -0.8564 0.406 -0.084 -0.407
C 2.9440 -4.4747 -0.0466 0.399 0.211 0.984
C 3.8916 -2.1537 -0.2117 0.433 0.211 0.155
C 0.8185 -3.0041 -2.8697 -0.156 -0.632 1.061
C 1.7147 -2.4454 -3.9541 -0.574 0.046 -0.202
C 0.7990 -4.5438 -2.9032 0.550 0.277 -0.105
H -2.0221 -3.2105 0.3554 0.300 0.017 -0.426
H -1.5660 -3.5738 -1.3337 -0.068 -0.077 -0.207
H -1.4419 -1.8851 -0.7085 -0.141 -0.955 0.092
H 0.4035 -4.2396 -0.0409 -0.243 -0.064 -0.071
H -0.1040 -1.7093 1.5548 0.051 -0.490 -0.059
H 1.3704 -2.5543 1.7414 -0.117 -0.457 -0.142
H -0.1860 -3.3717 2.1552 0.137 -0.128 -0.069
H 3.3630 -3.4612 -1.8582 -0.191 0.378 0.405
H 2.5072 -4.3066 0.9594 0.046 -0.196 -0.581
H 3.9681 -4.8402 0.1535 -0.198 0.232 -0.229
H 2.4267 -5.2702 -0.5546 -0.394 -0.326 -0.094
H 3.6537 -2.0178 0.8511 -0.228 0.056 -0.131
H 3.8054 -1.1582 -0.6869 0.186 -0.509 0.183
H 4.9398 -2.4915 -0.2058 -0.160 0.083 -0.235
H -0.2169 -2.6571 -2.9972 0.279 0.214 -0.023
H 2.7066 -2.8804 -3.9126 0.250 -0.133 -0.030
H 1.8013 -1.3708 -3.8560 0.040 0.331 -0.092
H 1.2631 -2.6769 -4.9252 0.245 0.057 -0.069
H 1.8323 -4.9170 -2.8520 -0.196 -0.015 0.225
H 0.4066 -4.9610 -3.8335 -0.221 0.209 -0.107
H 0.2213 -4.9432 -2.0752 -0.016 -0.191 0.059
```
Forces are in eV/Å.